Record 1
C40H41N7O5P2SSc | ωB97M-V/def2-TZVPD

Properties
LUMO level (alpha / beta) in eV: -5.833 / -5.862
HOMO level (alpha / beta) in eV: -10.538 / -10.538
ΔE to the lowest compared entry with this formula, charge and spin in kJ/mol: 0.0

```
! wB97M-V def2-TZVPD RIJCOSX def2/J DEFGRID3
* xyz 1 1
Sc -2.0086 0.7410 -1.4623
N -0.6723 -2.7984 -4.1355
C -0.2108 -1.4211 -4.1884
C -0.9255 -0.5773 -3.1838
O -0.3602 0.4550 -2.6819
O -2.1304 -0.8381 -2.8420
H -0.2783 -3.3325 -4.8987
H -1.6814 -2.8412 -4.2110
H -0.3670 -0.9162 -5.1546
H 0.8528 -1.3596 -3.9594
C 1.3499 -1.2706 5.6323
S 1.4309 -2.9939 5.1081
C 2.5699 -2.8437 3.7038
C 2.1067 -1.9339 2.5664
C 0.7485 -2.3659 2.0360
N 0.2066 -1.6482 0.8616
P 0.2764 -2.3423 -0.7306
C 2.0387 -2.7984 -0.8766
C 2.6030 -3.9884 -0.4233
C 3.9746 -4.1805 -0.4911
C 4.7957 -3.1888 -1.0133
C 4.2418 -2.0059 -1.4836
C 2.8689 -1.8167 -1.4203
C -0.5373 -3.9615 -0.5300
C -0.2433 -4.9688 -1.4490
C -0.9171 -6.1787 -1.4057
C -1.9025 -6.3957 -0.4510
C -2.2134 -5.3949 0.4565
C -1.5367 -4.1836 0.4125
P -0.3972 -0.0748 0.7710
C -1.0621 0.2554 2.4806
C -0.2909 1.3088 3.2880
C -0.9025 1.5155 4.6640
C -2.1063 0.6748 4.9233
C -2.2935 -0.6449 4.3259
C -1.7898 -0.8554 3.1143
C 0.9588 1.1230 0.4912
C 2.3112 0.8463 0.6550
C 3.2711 1.7809 0.2872
C 2.8959 3.0002 -0.2545
C 1.5509 3.2837 -0.4557
C 0.6012 2.3420 -0.0971
H 0.8153 -1.2559 6.5806
H 0.8020 -0.6619 4.9141
H 2.3501 -0.8643 5.7869
H 2.6937 -3.8660 3.3401
H 3.5394 -2.5074 4.0744
H 2.8653 -1.9794 1.7805
H 2.0587 -0.9037 2.9298
H 0.0411 -2.3104 2.8616
H 0.7979 -3.4208 1.7635
H 1.9723 -4.7747 -0.0256
H 4.4052 -5.1094 -0.1396
H 5.8655 -3.3443 -1.0635
H 4.8758 -1.2359 -1.9043
H 2.4329 -0.8911 -1.7840
H 0.5152 -4.8044 -2.2049
H -0.6730 -6.9548 -2.1194
H -2.4259 -7.3420 -0.4152
H -2.9811 -5.5575 1.2019
H -1.7869 -3.4111 1.1265
H 0.6920 1.6325 2.9798
H -0.4285 2.0965 5.4422
H -2.5696 0.8524 5.8844
H -2.8647 -1.3923 4.8583
H -1.9444 -1.7767 2.5722
H 2.6275 -0.1074 1.0399
H 4.3195 1.5456 0.4201
H 3.6472 3.7247 -0.5398
H 1.2510 4.2303 -0.8912
H -0.4410 2.5799 -0.2853
O -2.7891 2.4045 -0.5676
N -2.6102 1.7571 0.5988
C -2.1234 2.4345 1.5699
C -1.6426 1.6629 2.7302
N -2.2113 1.9158 4.0820
C -1.9385 3.8577 1.4172
N -1.8020 4.9794 1.2116
O 1.1760 6.3517 -1.4962
C -0.1374 6.8935 -1.5762
N -1.0156 5.8442 -1.9989
C -1.4451 5.7315 -3.2865
O -1.1991 6.5177 -4.1748
C -2.2271 4.4777 -3.5613
C -3.3183 4.4866 -4.4215
C -4.0248 3.3126 -4.6203
C -3.6311 2.1698 -3.9443
N -2.5638 2.1500 -3.1410
C -1.8665 3.2780 -2.9881
H 1.7722 7.0410 -1.1848
H -0.1871 7.6933 -2.3143
H -0.4653 7.2502 -0.5985
H -1.3988 5.2419 -1.2861
H -3.5946 5.4087 -4.9166
H -4.8832 3.2786 -5.2755
H -4.1787 1.2410 -4.0447
H -0.9732 3.2225 -2.3747
*
```


Record 2
C5H12N2 | ωB97M-V/def2-TZVPD

Properties
LUMO level in eV: 0.918
HOMO level in eV: -8.291
ΔE to the lowest compared entry with this formula, charge and spin in kJ/mol: 255.5
SMILES: [H]/N=C/C.C=CNC

```
! wB97M-V def2-TZVPD RIJCOSX def2/J DEFGRID3
* xyz 0 1
H -0.2932 2.4294 0.5106
N -1.1826 2.0407 0.1889
C -1.0038 1.0475 -0.6063
C -2.1680 0.3632 -1.2571
H 0.0654 0.7906 -1.1734
H -1.8462 -0.5854 -1.6914
H -2.9620 0.1954 -0.5241
H -2.5454 0.9953 -2.0625
C 2.4290 -0.6839 -0.4285
C 1.0927 -0.8688 -0.5136
N 0.1755 -0.8051 0.5609
C 0.4933 -0.3215 1.8939
H 2.8926 -0.1812 0.4103
H 3.0584 -0.9375 -1.2732
H 0.7194 -1.5199 -1.3020
H -0.6219 -1.4363 0.5130
H -0.2148 -0.7340 2.6158
H 0.3993 0.7646 1.9312
H 1.5123 -0.5533 2.2075
*
```


Record 3
H14O7 | ωB97M-V/def2-TZVPD

Properties
LUMO level in eV: 0.439
HOMO level in eV: -11.285
ΔE to the lowest compared entry with this formula, charge and spin in kJ/mol: 171.6
SMILES: O.O.O.O.O.O.O

```
! wB97M-V def2-TZVPD RIJCOSX def2/J DEFGRID3
* xyz 0 1
O -0.0296 0.9317 -1.1692
H 0.6595 0.7365 -1.7487
H 0.5176 1.2162 -0.4269
O 1.1079 -3.0274 0.1789
H 1.5329 -3.9254 0.0761
H 0.1286 -2.7202 0.0563
O -1.1962 -1.4849 0.0321
H -0.4759 -0.8488 -0.1589
H -1.6524 -1.6999 -0.7846
O -1.4254 3.2408 0.2847
H -1.1980 2.5968 -0.3672
H -2.3418 3.1336 0.5427
O 1.2465 -1.4095 -2.0747
H 1.9695 -1.4576 -2.6862
H 1.4598 -2.0534 -1.3568
O -1.4500 0.9308 1.8035
H -1.8142 0.4361 1.0583
H -1.0038 1.6534 1.4187
O 1.6810 0.8734 1.1393
H 0.7912 0.6736 1.5718
H 1.9526 1.8198 1.2483
*
```


Record 4
C26H53N16O21 | ωB97M-V/def2-TZVPD

Properties
LUMO level in eV: -4.204
HOMO level in eV: -11.200

```
! wB97M-V def2-TZVPD RIJCOSX def2/J DEFGRID3
* xyz 1 1
N 5.3812 -2.4248 -1.9679
C 3.9875 -2.8633 -1.7409
C 3.7687 -3.7337 -0.4530
C 4.3214 -3.1145 0.8844
C 4.0718 -1.5728 1.0583
C 2.6970 -1.2248 1.7451
N 1.5072 -1.6369 0.9469
C 0.9205 -0.5782 0.2142
N 1.6077 0.1646 -0.6058
C 1.1084 1.2472 -1.4295
C 0.0906 1.0681 -2.4966
C -0.2589 2.2670 -3.2422
N 0.2144 3.5327 -3.1422
C 1.1400 3.7310 -2.1656
C 1.5847 2.6245 -1.3286
N -0.4949 -0.2891 0.3264
O -0.9032 -0.3315 1.6480
C -1.3078 -1.2280 -0.4408
C -1.0820 -2.6914 -0.4605
C -2.0106 -3.5021 -1.2674
C -3.0798 -2.7859 -1.9597
N -3.3068 -1.4405 -1.9717
C -2.4415 -0.7226 -1.2118
H 6.0141 -2.7692 -1.2527
H 5.4597 -1.4206 -2.1003
H 3.7035 -3.5111 -2.6189
H 3.2924 -1.9684 -1.8097
H 4.3087 -4.7097 -0.6352
H 2.6736 -4.0088 -0.3881
H 3.9772 -3.6643 1.8095
H 5.4424 -3.2562 0.8769
H 4.2433 -0.9701 0.1162
H 4.8671 -1.1994 1.7708
H 2.6389 -1.7834 2.7239
H 2.6735 -0.1368 2.0221
H 1.6741 -2.4702 0.3787
H 2.6080 -0.0579 -0.6928
H -0.3584 0.0654 -2.6959
H -1.0477 2.1164 -4.0276
H 1.6005 4.7319 -2.0112
H 2.3615 2.8388 -0.5493
H -1.2218 0.5554 1.8995
H -0.2612 -3.1758 0.1079
H -1.9393 -4.6131 -1.3284
H -3.7944 -3.4162 -2.5532
H -2.6142 0.3869 -1.1686
C -5.9175 -1.6628 0.1795
N -7.2333 -2.0490 0.7547
O -7.2573 -2.9915 1.5188
O -8.1956 -1.3853 0.4129
H -5.1556 -2.3337 0.5675
H -5.9936 -1.7497 -0.9021
H -5.7171 -0.6363 0.4794
C 0.0947 -3.3928 -4.8260
N 0.4612 -4.1496 -3.5992
O -0.1886 -5.1408 -3.3369
O 1.3933 -3.7172 -2.9416
H -0.7440 -3.8897 -5.3052
H -0.1766 -2.3845 -4.5203
H 0.9646 -3.3861 -5.4794
C -11.1954 -1.0790 -0.3886
N -12.2962 -1.1181 -1.3877
O -12.0083 -1.4352 -2.5268
O -13.4083 -0.8293 -0.9910
H -10.2681 -1.3574 -0.8782
H -11.1372 -0.0630 -0.0025
H -11.4430 -1.7873 0.3992
C 0.9467 8.6617 -0.9201
N 1.8905 7.6077 -1.3791
O 2.6380 7.1211 -0.5473
O 1.8496 7.3053 -2.5550
H 1.0973 8.8257 0.1432
H 1.1653 9.5653 -1.4848
H -0.0624 8.3066 -1.1188
C 10.0594 -1.8274 -1.9162
N 8.7454 -2.1594 -1.3037
O 8.7037 -3.1047 -0.5362
O 7.8007 -1.4620 -1.6129
H 10.8028 -2.5297 -1.5502
H 9.9479 -1.9098 -2.9952
H 10.3102 -0.8107 -1.6220
C 5.7143 8.7101 0.8949
N 4.5220 9.5447 0.5927
O 4.6125 10.3426 -0.3193
O 3.5367 9.3666 1.2835
H 6.5101 8.9753 0.2048
H 6.0080 8.9175 1.9216
H 5.4246 7.6690 0.7697
C -9.0523 1.5544 2.4833
N -9.4109 2.0517 1.1288
O -8.5208 2.5342 0.4543
O -10.5752 1.9394 0.7915
H -7.9910 1.7191 2.6459
H -9.6444 2.1119 3.2055
H -9.2874 0.4931 2.5172
C -11.3498 -2.6702 3.9312
N -10.5272 -1.4703 4.2404
O -11.1128 -0.4232 4.4385
O -9.3199 -1.6239 4.2724
H -12.3981 -2.3855 3.9364
H -11.0507 -3.0278 2.9482
H -11.1471 -3.4132 4.6993
C 2.2165 3.7538 2.9430
N 3.1417 2.6833 2.4825
O 3.8730 2.1819 3.3058
O 3.0968 2.3847 1.2963
H 2.3668 3.9105 4.0072
H 2.4533 4.6559 2.3819
H 1.2012 3.4191 2.7410
C 9.8311 -5.0230 2.1943
N 11.0082 -4.3288 2.7803
O 12.0697 -4.9200 2.7706
O 10.8197 -3.2131 3.2282
H 10.1427 -6.0002 1.8365
H 9.0832 -5.1201 2.9783
H 9.4650 -4.4098 1.3728
*
```


Record 5
C3H11N3O | ωB97M-V/def2-TZVPD

Properties
LUMO level (alpha / beta) in eV: -3.394 / -8.069
⟨S²⟩: 0.765
HOMO level (alpha / beta) in eV: -15.794 / -15.202
ΔE to the lowest compared entry with this formula, charge and spin in kJ/mol: 30.2

```
! wB97M-V def2-TZVPD RIJCOSX def2/J DEFGRID3
* xyz 1 2
C -0.4201 2.6924 -0.7562
C -0.4727 1.1651 -0.9015
N 0.5314 0.5385 -0.0318
C 0.8835 -0.7925 -0.1640
N -0.1681 -1.6498 -0.5472
N 2.0571 -1.2312 0.1260
H 0.5676 3.0852 -1.1607
H -1.2226 3.1543 -1.3646
H -0.5716 2.9875 0.3290
H -0.3000 0.8728 -1.8995
H -1.4402 0.7925 -0.5774
H 1.3588 1.1431 0.0998
H -1.0880 -1.3955 -0.1225
H 0.0528 -2.6280 -0.4181
H 2.2483 -2.1000 -0.3079
H -1.9170 -0.1220 2.4223
H -0.7726 -0.9794 1.9913
O -1.7253 -0.8504 1.8887
*
```


Record 6
C43H116N5O23 | ωB97M-V/def2-TZVPD

Properties
LUMO level in eV: 2.054
HOMO level in eV: -2.188
ΔE to the lowest compared entry with this formula, charge and spin in kJ/mol: 59.1

```
! wB97M-V def2-TZVPD RIJCOSX def2/J DEFGRID3
* xyz -1 1
C -0.3875 -15.7272 -26.6668
C -0.5393 -15.7109 -25.0836
C 0.8860 -15.3526 -24.6538
C 0.9859 -15.0173 -23.1398
C -0.1044 -14.0092 -22.5757
C -1.5228 -14.5185 -23.0444
N -1.5240 -14.7465 -24.5504
O -2.8107 -14.8655 -25.1397
C -2.4238 -13.3227 -22.8471
C -2.0866 -15.6896 -22.1328
C -0.8880 -17.2416 -24.8038
H -1.3449 -16.0856 -27.0450
H 0.3040 -16.4460 -27.1063
H -0.1278 -14.7841 -27.1477
H 1.2646 -14.4299 -25.0935
H 1.6449 -16.1221 -24.7955
H 1.9798 -14.6066 -22.9619
H 1.0220 -15.9926 -22.6545
H 0.1736 -13.0094 -22.9091
H -0.0786 -14.1776 -21.4991
H -2.3749 -12.5091 -23.5708
H -2.1917 -12.6500 -22.0214
H -3.4131 -13.6462 -22.5234
H -2.8550 -16.2507 -22.6645
H -2.4328 -15.3973 -21.1414
H -1.3599 -16.4730 -21.9174
H -0.5317 -17.5595 -23.8239
H -0.3163 -17.8798 -25.4776
H -1.9574 -17.4122 -24.9277
C 0.0592 -25.6336 -25.9911
C 0.4993 -24.1599 -26.0575
C -0.7220 -23.3065 -25.7737
O -0.3807 -21.9177 -25.8597
C -1.5482 -21.2073 -26.1451
N 1.5469 -23.9928 -25.1574
H 0.8009 -26.3589 -26.3258
H -0.9461 -25.7754 -26.3876
H 0.0318 -25.9876 -24.9605
H 0.9613 -23.8214 -26.9849
H -1.1870 -23.5560 -24.8200
H -1.4499 -23.5986 -26.5306
H -1.8432 -21.3275 -27.1875
H -1.3276 -20.1455 -26.0355
H -2.3007 -21.3242 -25.3653
H 1.6010 -22.9924 -25.0300
H 1.2129 -24.1680 -24.2204
C -0.6079 -16.0501 -30.8027
C -0.6500 -17.5902 -30.9837
C 0.6804 -18.0532 -31.5132
O 0.8010 -17.4265 -32.8409
C 0.1181 -18.0083 -33.9714
N -1.1700 -18.1310 -29.7964
H -1.4275 -15.4740 -30.3732
H -0.5453 -15.4969 -31.7398
H 0.3835 -15.7896 -30.4321
H -1.2584 -17.9748 -31.8023
H 0.5789 -19.1381 -31.4850
H 1.4873 -17.8326 -30.8145
H -0.9303 -17.7245 -34.0637
H 0.2097 -19.0906 -33.8808
H 0.5381 -17.6211 -34.8997
H -0.4542 -18.4646 -29.1668
H -1.6986 -18.9512 -30.0571
C -5.2557 -19.1472 -24.8230
C -5.3824 -17.6474 -25.3242
C -6.7037 -17.6294 -26.1442
O -6.9632 -16.3284 -26.8024
C -7.7679 -16.4845 -27.9679
N -5.4045 -16.6988 -24.2366
H -5.3898 -19.9553 -25.5421
H -5.9904 -19.3961 -24.0572
H -4.2527 -19.3115 -24.4292
H -4.4917 -17.5183 -25.9390
H -7.6066 -17.9471 -25.6226
H -6.6851 -18.4164 -26.8982
H -8.7452 -16.9597 -27.8835
H -7.1398 -17.1389 -28.5724
H -7.9326 -15.5342 -28.4757
H -5.8306 -17.1124 -23.4196
H -4.4467 -16.4831 -23.9996
C 7.4075 -12.1513 -27.8695
C 7.0983 -13.4921 -27.1992
C 5.5446 -13.6504 -27.1891
O 5.3141 -15.0402 -26.9783
C 3.9033 -15.4630 -27.0461
N 7.5888 -14.5903 -28.0897
H 6.6761 -11.3498 -27.7663
H 7.7654 -12.1946 -28.8982
H 8.2269 -11.7157 -27.2977
H 7.5184 -13.4763 -26.1935
H 5.2849 -13.4680 -28.2319
H 5.0849 -12.9820 -26.4611
H 3.8291 -16.5098 -26.7516
H 3.4723 -15.2516 -28.0247
H 3.3154 -14.9038 -26.3182
H 6.9142 -15.3159 -27.8933
H 7.3938 -14.3649 -29.0547
C -3.4196 -12.9790 -29.1807
C -3.7700 -14.5249 -29.2196
O -5.1118 -14.9287 -28.9814
O -3.8518 -12.3506 -28.0196
H -3.8614 -12.4223 -30.0072
H -2.3472 -12.8918 -29.3555
H -3.1699 -14.9046 -28.3927
H -3.4576 -15.0762 -30.1064
H -5.6772 -14.5370 -29.6511
H -3.4812 -11.4664 -28.0699
C -4.3137 -12.6915 -20.1380
C -5.2869 -12.5092 -19.0210
O -5.2469 -11.2478 -18.4001
O -4.7201 -11.8374 -21.2144
H -4.1272 -13.7604 -20.2424
H -3.4185 -12.2305 -19.7206
H -5.0227 -13.2673 -18.2838
H -6.3210 -12.5953 -19.3546
H -5.8340 -11.2283 -17.6408
H -4.8994 -11.0012 -20.7783
C 5.3789 -14.6790 -22.9484
C 5.3111 -14.1612 -21.5345
O 6.3560 -14.5705 -20.7370
O 6.4010 -14.0280 -23.7029
H 4.4596 -14.5078 -23.5086
H 5.5724 -15.7448 -22.8267
H 4.5278 -14.6686 -20.9714
H 5.3585 -13.0829 -21.3827
H 6.9500 -13.8664 -20.4669
H 5.9554 -13.3955 -24.2712
C -7.5657 -14.4955 -22.3328
C -8.8952 -13.5749 -22.1239
O -8.6713 -13.1093 -20.8281
O -6.4061 -13.7648 -22.6322
H -7.9296 -15.1051 -23.1598
H -7.3432 -15.1369 -21.4800
H -9.8369 -14.1093 -21.9982
H -8.9394 -12.8532 -22.9395
H -9.4237 -12.6364 -20.4649
H -6.2415 -13.1416 -21.9207
C 0.1860 -10.2366 -25.7783
C 0.1082 -11.7267 -26.3117
O -1.1759 -12.3070 -26.2413
O -0.6345 -10.0700 -24.5331
H -0.0465 -9.5242 -26.5699
H 1.2111 -10.1853 -25.4116
H 0.7661 -12.3616 -25.7183
H 0.5861 -11.8122 -27.2876
H -1.1127 -13.2411 -26.0291
H -1.3800 -10.6748 -24.5392
C -0.6932 -20.4682 -22.5543
C -0.4635 -19.7894 -21.1924
O 0.0002 -20.5650 -20.2050
O 0.4827 -20.9276 -23.2039
H -1.2454 -19.7933 -23.2082
H -1.2163 -21.4242 -22.5759
H -1.4505 -19.4153 -20.9205
H 0.1835 -18.9163 -21.2779
H 0.9102 -20.2715 -20.1189
H 0.2860 -21.4237 -24.0018
C 1.3265 -16.7371 -18.8026
C 2.7038 -17.4510 -18.7692
O 2.8615 -18.4233 -19.8224
O 0.1871 -17.5223 -18.5333
H 1.0833 -16.1372 -19.6796
H 1.3700 -16.0730 -17.9394
H 2.9900 -17.8176 -17.7834
H 3.3573 -16.5954 -18.9391
H 3.7608 -18.7593 -19.8197
H -0.0261 -18.0714 -19.2913
C -6.0114 -17.7273 -20.5688
C -5.1232 -18.9566 -20.6468
O -4.0319 -18.8152 -19.7068
O -5.4872 -16.6320 -21.2694
H -6.2684 -17.4852 -19.5376
H -7.0085 -17.9264 -20.9616
H -4.6406 -19.1087 -21.6123
H -5.7520 -19.8175 -20.4201
H -3.5472 -19.6387 -19.6142
H -4.6440 -16.5474 -20.8183
C -5.4406 -10.5302 -24.0293
C -6.9801 -10.6773 -23.6600
O -7.4030 -11.3781 -24.8571
O -4.6817 -11.7410 -24.0211
H -4.8301 -10.0046 -23.2950
H -5.2332 -10.0887 -25.0040
H -7.3852 -9.6676 -23.5924
H -7.2237 -11.3188 -22.8131
H -8.3468 -11.2552 -24.9819
H -4.4002 -11.9347 -23.1240
*
```


| no. | largest force on an atom (eV Å⁻¹) |
| --- | --- |
| 1 | 0.72 |
| 2 | 3.30 |
| 3 | 2.89 |
| 4 | 4.89 |
| 5 | 5.08 |
| 6 | 3.81 |